No. 1
C33H38AsN5OY as an isolated structure in a non-equilibrium geometry, computed with the ωB97M-V functional and the def2-TZVPD basis.

Output
orbital gap	7.27	eV
net charge	+3

XYZ file:
```
79
Properties=species:S:1:pos:R:3:lowdin_charge:R:1
Y -0.50 -1.10 1.18 1.55
C 2.92 -2.72 -1.48 0.02
C 1.95 -2.26 -0.43 -0.20
N 0.67 -2.44 -0.40 -0.03
C -0.06 -3.32 -1.25 -0.16
C -1.49 -3.42 -0.66 -0.13
N -1.50 -3.33 0.86 -0.13
C -2.86 -3.38 1.52 -0.13
C -3.50 -2.00 1.33 -0.11
N -2.77 -0.89 2.12 -0.12
C -2.72 -0.91 3.62 -0.15
C -1.48 -1.54 4.29 -0.16
N -0.26 -1.22 3.56 -0.02
C 0.91 -1.26 4.07 -0.23
C 1.22 -1.53 5.50 0.02
C 2.02 -1.11 3.08 -0.18
C 3.31 -0.70 3.30 0.05
C 4.20 -0.61 2.23 0.04
C 3.81 -1.08 0.97 0.04
C 2.52 -1.54 0.81 -0.18
N 1.68 -1.48 1.84 0.02
H 2.51 -3.47 -2.21 0.12
H 3.87 -3.08 -1.13 0.09
H 3.22 -1.83 -2.05 0.11
H 0.35 -4.29 -1.31 0.13
H -0.16 -2.98 -2.28 0.14
H -1.92 -4.36 -0.91 0.12
H -2.12 -2.64 -1.06 0.11
H -0.96 -4.08 1.22 0.11
H -2.69 -3.74 2.51 0.11
H -3.45 -4.15 1.03 0.13
H -4.52 -2.02 1.66 0.13
H -3.42 -1.69 0.31 0.10
H -3.15 -0.03 1.84 0.09
H -3.63 -1.37 4.05 0.14
H -2.85 0.10 3.95 0.12
H -1.58 -2.64 4.31 0.14
H -1.53 -1.16 5.28 0.12
H 1.37 -0.60 6.05 0.12
H 2.09 -2.21 5.61 0.12
H 0.38 -2.01 6.02 0.09
H 3.65 -0.41 4.26 0.13
H 5.16 -0.19 2.43 0.14
H 4.53 -1.10 0.16 0.14
O -0.49 0.52 -0.14 -0.60
As -0.35 1.58 -1.44 1.24
C -1.60 2.91 -1.16 -0.34
C -2.17 3.08 0.08 -0.10
C -2.75 4.27 0.45 -0.05
C -2.85 5.27 -0.51 -0.01
C -2.33 5.04 -1.79 -0.03
C -1.60 3.93 -2.10 -0.09
C 1.34 2.45 -1.42 -0.29
C 2.15 2.39 -0.27 -0.10
C 3.32 3.11 -0.19 -0.07
C 3.68 3.84 -1.31 -0.06
C 2.95 3.88 -2.47 -0.04
C 1.74 3.19 -2.57 -0.06
C -0.52 0.72 -3.10 -0.34
C -1.77 0.77 -3.71 -0.08
C -1.88 0.28 -5.03 -0.03
C -0.72 -0.13 -5.69 -0.04
C 0.51 -0.17 -5.06 -0.06
C 0.62 0.25 -3.76 -0.11
H -2.07 2.29 0.83 0.09
H -3.18 4.45 1.41 0.11
H -3.28 6.21 -0.27 0.11
H -2.37 5.80 -2.53 0.12
H -1.10 3.82 -3.07 0.12
H 1.83 1.79 0.60 0.09
H 3.84 3.19 0.75 0.12
H 4.60 4.42 -1.27 0.13
H 3.33 4.45 -3.29 0.12
H 1.16 3.22 -3.45 0.10
H -2.61 1.27 -3.24 0.11
H -2.82 0.39 -5.56 0.12
H -0.75 -0.39 -6.74 0.13
H 1.32 -0.66 -5.54 0.12
H 1.57 0.33 -3.21 0.11
```



No. 2
C33H38AuN2O5P as an isolated structure, computed with the ωB97M-V functional and the def2-TZVPD basis.

Output
relative energy (zero: lowest compared OMol25 entry of this formula, charge and spin)	16.6	kcal per mole
orbital gap	6.89	eV
net charge	0

XYZ file:
```
80
Properties=species:S:1:pos:R:3:lowdin_charge:R:1
Au -1.29 0.31 -1.12 0.80
C 2.11 -4.24 -3.35 -0.07
O 1.11 -3.32 -3.73 -0.08
C -0.09 -3.40 -3.11 -0.22
C -0.55 -4.55 -2.48 -0.01
C -1.82 -4.60 -1.93 -0.11
C -2.66 -3.50 -2.03 -0.10
C -2.20 -2.35 -2.66 -0.07
C -0.92 -2.27 -3.18 -0.23
N -0.54 -1.09 -3.86 0.11
C 0.55 -0.47 -3.63 -0.13
C 1.63 -0.73 -2.66 -0.16
C 2.92 -0.70 -3.20 -0.06
C 4.04 -1.03 -2.47 -0.11
C 3.87 -1.39 -1.13 -0.10
C 2.61 -1.38 -0.56 -0.03
C 1.46 -1.01 -1.29 -0.37
O 0.32 -0.97 -0.64 -0.31
H 3.03 -3.90 -3.82 0.09
H 1.88 -5.25 -3.70 0.09
H 2.25 -4.24 -2.26 0.10
H 0.09 -5.42 -2.42 0.10
H -2.17 -5.51 -1.45 0.10
H -3.66 -3.54 -1.62 0.10
H -2.85 -1.49 -2.77 0.09
H -2.81 1.24 -3.06 0.08
H 0.74 0.37 -4.30 0.11
H 3.03 -0.43 -4.25 0.11
H 5.02 -1.02 -2.92 0.09
H 4.72 -1.67 -0.52 0.10
H 2.47 -1.62 0.49 0.11
C -1.69 -4.47 1.48 -0.08
C -0.82 -3.28 1.14 -0.28
O -1.17 -2.16 1.99 -0.28
P -1.90 -0.85 1.36 0.80
O -1.36 0.25 2.43 -0.32
C 0.02 0.66 2.28 -0.30
C 0.85 0.12 3.43 -0.07
O -3.42 -0.95 1.91 -0.31
C -3.74 -1.16 3.30 -0.28
C -4.45 -2.48 3.48 -0.07
H -1.36 -5.34 0.90 0.07
H -2.73 -4.27 1.23 0.07
H -1.62 -4.71 2.54 0.08
H -0.90 -2.99 0.10 0.07
H 0.23 -3.49 1.35 0.12
H 0.01 1.75 2.27 0.11
H 0.41 0.31 1.32 0.08
H 0.45 0.47 4.38 0.08
H 1.88 0.47 3.33 0.08
H 0.84 -0.96 3.43 0.07
H -4.38 -0.33 3.59 0.11
H -2.83 -1.11 3.90 0.11
H -5.32 -2.54 2.83 0.08
H -4.78 -2.58 4.51 0.08
H -3.78 -3.31 3.24 0.06
N -2.57 1.57 -2.13 0.02
C -3.04 2.73 -1.86 -0.24
C -2.83 3.33 -0.53 -0.19
C -2.47 4.67 -0.42 -0.03
C -2.23 5.22 0.82 -0.07
C -2.37 4.45 1.97 -0.07
C -2.75 3.12 1.87 -0.07
C -2.98 2.56 0.63 -0.04
C -3.79 3.49 -2.89 -0.17
C -3.41 3.42 -4.23 -0.03
C -4.14 4.10 -5.19 -0.07
C -5.25 4.85 -4.83 -0.07
C -5.62 4.93 -3.49 -0.07
C -4.89 4.26 -2.53 -0.02
H -2.36 5.27 -1.32 0.12
H -1.93 6.26 0.90 0.10
H -2.19 4.89 2.94 0.11
H -2.85 2.51 2.75 0.11
H -3.28 1.52 0.55 0.08
H -2.53 2.86 -4.52 0.12
H -3.83 4.05 -6.23 0.11
H -5.82 5.38 -5.58 0.11
H -6.48 5.51 -3.21 0.11
H -5.18 4.33 -1.48 0.12
```



No. 3
C33H38BaI2N6Te as an isolated structure in a non-equilibrium geometry, computed with the ωB97M-V functional and the def2-TZVPD basis.

Output
relative energy (zero: lowest compared OMol25 entry of this formula, charge and spin)	51.0	kcal per mole
orbital gap	6.31	eV
net charge	0

XYZ file:
```
81
Properties=species:S:1:pos:R:3:lowdin_charge:R:1
Ba -0.02 -0.12 0.94 1.45
C -0.02 -1.32 -2.82 -0.10
N 0.15 -0.06 -2.10 -0.28
C 1.52 0.44 -2.24 -0.09
C -0.78 0.97 -2.54 -0.22
C -1.12 1.10 -3.88 -0.05
C -1.96 2.11 -4.32 -0.11
C -2.41 3.05 -3.40 -0.10
C -2.07 2.94 -2.06 -0.04
C -1.28 1.87 -1.58 -0.27
N -0.89 1.74 -0.26 -0.29
C -1.64 2.34 0.76 -0.36
C -3.05 2.32 0.79 -0.04
C -3.76 2.87 1.84 -0.08
C -3.08 3.45 2.91 -0.09
C -1.70 3.46 2.91 -0.03
C -0.97 2.89 1.87 -0.25
N 0.47 2.86 1.84 -0.26
C 1.12 2.94 3.14 -0.09
C 0.99 3.88 0.92 -0.07
H 0.36 -1.27 -3.85 0.08
H -1.08 -1.58 -2.86 0.10
H 0.51 -2.11 -2.30 0.04
H 1.77 0.64 -3.29 0.10
H 2.23 -0.31 -1.86 0.08
H 1.63 1.36 -1.68 0.08
H -0.73 0.39 -4.60 0.10
H -2.23 2.18 -5.37 0.09
H -3.03 3.88 -3.72 0.10
H -2.40 3.69 -1.36 0.11
H -3.57 1.87 -0.05 0.12
H -4.84 2.84 1.83 0.10
H -3.63 3.90 3.72 0.10
H -1.18 3.91 3.75 0.11
H 1.03 3.93 3.61 0.09
H 2.18 2.73 3.02 0.09
H 0.70 2.19 3.82 0.09
H 0.87 4.89 1.34 0.09
H 0.46 3.82 -0.03 0.08
H 2.06 3.71 0.75 0.09
C 1.47 1.34 8.78 -0.06
C 0.96 0.73 7.50 -0.28
C -0.34 0.95 7.06 -0.03
C -0.84 0.34 5.91 -0.34
C -2.27 0.63 5.51 -0.12
C -0.02 -0.53 5.17 -0.57
Te -0.89 -1.69 3.60 0.53
C 1.32 -0.71 5.57 -0.33
C 2.27 -1.57 4.79 -0.11
C 1.78 -0.08 6.72 -0.03
H 0.73 2.01 9.23 0.07
H 2.39 1.90 8.62 0.08
H 1.69 0.55 9.51 0.08
H -0.99 1.60 7.63 0.11
H -2.64 1.50 6.05 0.07
H -2.91 -0.22 5.75 0.07
H -2.35 0.81 4.44 0.03
H 2.46 -1.15 3.80 0.04
H 1.86 -2.57 4.63 0.05
H 3.22 -1.67 5.32 0.07
H 2.81 -0.24 7.04 0.11
I 5.36 -5.03 -1.65 0.88
C 3.27 -5.13 -1.60 -0.72
C 2.61 -6.32 -1.84 -0.14
C 1.22 -6.32 -1.74 -0.06
C 0.58 -5.14 -1.41 -0.13
N 1.22 -4.00 -1.18 0.05
C 2.55 -3.99 -1.28 -0.24
H 3.15 -7.22 -2.09 0.10
H 0.66 -7.23 -1.91 0.11
H -0.50 -5.11 -1.31 0.11
H 3.05 -3.05 -1.09 0.09
I 3.39 -6.31 2.32 0.88
C 3.53 -4.28 2.04 -0.78
C 4.65 -3.49 2.12 -0.16
N 4.24 -2.24 1.82 -0.02
N 2.93 -2.17 1.55 0.01
C 2.48 -3.40 1.69 -0.26
H 5.67 -3.73 2.36 0.12
H 4.81 -1.41 1.78 0.15
H 1.44 -3.63 1.56 0.09
```



- What is the orbital gap in the first record?
  7.27 eV



- Which value of net charge does entry 2 give?
  0



- Which of these has the highest net charge?
  C33H38AsN5OY